No. 1
# C4H6N2O

One molecule with the formula C4H6N2O at a distorted geometry (the ωB97M-V functional and the def2-TZVPD basis, OMol25).

Results
Frontier orbital gap: 10.1 eV

Structure (ORCA input):
```
! RIJCOSX wB97M-V def2-TZVPD def2/J DEFGRID3
* xyz 0 1
C -2.1226 -0.0778 0.3425
C 0.7945 0.9398 -0.5401
C 1.9716 0.4250 0.0768
C 1.6856 -0.9728 -0.0516
H -1.6687 0.8458 0.8779
H -2.0084 -0.9639 1.2553
H -3.3122 -0.1076 0.1407
H 0.4983 2.0980 -0.3431
H 2.8078 1.0547 0.4835
H 2.2927 -1.8841 -0.2387
N -0.0593 -0.0029 -0.6255
N 0.4321 -1.1871 -0.4146
O -1.3116 -0.1671 -0.9630
*
```

No. 2
# C17H19N3O3S2

One molecule with the formula C17H19N3O3S2 at a distorted geometry (the ωB97M-V functional and the def2-TZVPD basis, OMol25).

Results
Frontier orbital gap: 9.1 eV

Structure (ORCA input):
```
! RIJCOSX wB97M-V def2-TZVPD def2/J DEFGRID3
* xyz 0 1
O -0.8216 -1.3791 0.1870
C -1.6137 -0.5820 -0.2808
N -2.3165 0.2821 0.4814
H -2.9557 0.9247 0.0390
C -2.0516 0.5070 1.8910
C -1.7275 1.9417 2.1378
C -0.5055 2.5184 2.2804
C -0.5752 3.9221 2.4385
C -1.8462 4.3923 2.4046
S -2.9955 3.1325 2.1825
H -2.1921 5.4027 2.4969
H 0.2872 4.5500 2.5717
H 0.4096 1.9541 2.2725
H -1.1948 -0.1180 2.1548
H -2.9238 0.1998 2.4802
C -1.9312 -0.4864 -1.7607
H -1.4537 -1.3301 -2.2612
H -3.0130 -0.5768 -1.8876
C -1.4505 0.8224 -2.4039
H -1.8630 1.6836 -1.8720
H -1.8410 0.8481 -3.4237
C 0.0744 0.9343 -2.4592
C 0.7041 1.4218 -1.1487
C 2.0951 0.8307 -0.9087
N 2.0145 -0.5508 -0.4453
C 1.7281 -0.7233 0.8933
O 1.6038 0.2081 1.6608
N 1.6573 -2.0174 1.3436
C 1.7015 -3.0887 0.5014
C 1.9787 -2.8813 -0.8336
C 2.1671 -1.5682 -1.3902
O 2.4333 -1.3236 -2.5497
S 2.0109 -4.3682 -1.7132
C 1.6591 -5.2424 -0.2786
C 1.5217 -4.4529 0.8206
H 1.2962 -4.8173 1.8059
H 1.5699 -6.3098 -0.3264
H 1.3659 -2.1377 2.3031
H 2.6798 0.8275 -1.8300
H 2.6134 1.4022 -0.1355
H 0.0801 1.1523 -0.2975
H 0.7846 2.5104 -1.1565
H 0.3521 1.6243 -3.2586
H 0.4837 -0.0392 -2.7253
*
```

No. 3
# C50H49MnN6S2Sb

C50H49MnN6S2Sb as an isolated structure (the ωB97M-V functional and the def2-TZVPD basis, OMol25).

Results
Frontier orbital gap (alpha / beta): 4.6 / 4.6 eV

Structure (ORCA input):
```
! RIJCOSX wB97M-V def2-TZVPD def2/J DEFGRID3
* xyz 0 6
Mn -0.0676 -0.2901 -0.2995
C -3.5498 0.8849 2.1376
C -2.7798 0.5900 1.0491
N -1.6214 -0.2800 1.3003
C -0.8954 0.2356 2.4578
C -1.6640 0.5574 3.6010
C -3.0771 0.6791 3.4463
C -0.9616 0.8525 4.7891
C 0.4100 0.9838 4.7650
C 1.1337 0.8452 3.5761
C 0.4855 0.4960 2.3918
N 1.1571 0.4080 1.1485
C 1.7538 1.5731 0.6883
C 3.0190 2.0019 1.0296
C 3.5985 3.1623 0.4765
C 2.9226 3.9336 -0.4269
C 1.6129 3.5571 -0.8065
C 0.8176 4.3207 -1.6855
C -0.4505 3.9144 -1.9843
C -0.9194 2.7083 -1.4371
N -0.2099 1.9687 -0.6316
C 1.0392 2.3805 -0.2690
H -4.5018 1.3841 1.9777
H -3.0181 0.8115 0.0189
H -3.6847 0.9526 4.3002
H -1.5204 1.0367 5.7009
H 0.9382 1.2306 5.6807
H 2.2062 1.0036 3.5662
H 3.5813 1.4139 1.7446
H 4.5989 3.4439 0.7844
H 3.3617 4.8318 -0.8450
H 1.2253 5.2325 -2.1085
H -1.0912 4.4905 -2.6397
H -1.9120 2.3415 -1.6779
S -3.7712 -2.3408 -2.2576
C -3.0014 -1.3753 -3.4723
C -3.3048 -1.2622 -4.8270
C -2.5432 -0.4043 -5.5981
C -1.4991 0.3323 -5.0305
C -1.1956 0.2200 -3.6867
C -1.9526 -0.6505 -2.8976
N -1.7695 -0.8804 -1.5390
C -2.6409 -1.7484 -1.0539
C -2.6951 -2.2875 0.3056
C -3.2944 -3.5436 0.4768
C -3.3148 -4.1796 1.7025
C -2.6875 -3.5747 2.7832
C -2.0903 -2.3315 2.6439
C -2.1239 -1.6430 1.4329
H -4.1193 -1.8272 -5.2635
H -2.7627 -0.2968 -6.6526
H -0.9206 1.0036 -5.6538
H -0.3903 0.7909 -3.2452
H -3.7168 -4.0626 -0.3762
H -3.7892 -5.1475 1.8025
H -2.6695 -4.0645 3.7498
H -1.5890 -1.8753 3.4828
S 4.6998 -1.9857 -5.0360
C 3.4695 -1.5155 -3.8493
C 3.6949 -0.4259 -3.0238
C 2.7147 -0.0638 -2.1121
N 1.5655 -0.7231 -1.9812
C 1.3473 -1.7539 -2.7994
C 2.2552 -2.1809 -3.7468
C 4.6454 -3.7552 -4.8587
C 4.8669 -4.3612 -3.6284
C 4.8487 -5.7463 -3.5649
N 4.6467 -6.5335 -4.6229
C 4.4517 -5.9379 -5.7959
C 4.4355 -4.5583 -5.9679
H 4.6266 0.1235 -3.0668
H 2.8720 0.7689 -1.4350
H 0.3991 -2.2636 -2.6797
H 2.0222 -3.0251 -4.3831
H 5.0509 -3.7723 -2.7382
H 5.0118 -6.2465 -2.6163
H 4.2910 -6.5909 -6.6473
H 4.2548 -4.1254 -6.9432
C 1.7826 -2.9574 3.4367
C 0.9833 -3.9139 2.5539
C 1.3805 -5.3692 2.7758
Sb 1.0221 -3.2329 0.4931
C 3.1570 -3.0841 0.0639
C 3.9732 -4.3251 0.4095
C 3.7895 -1.8238 0.6592
C 0.7236 -5.1716 -0.4462
C 1.1073 -5.1896 -1.9230
C -0.7194 -5.6329 -0.2507
H 1.6242 -3.2019 4.4929
H 1.4936 -1.9129 3.2921
H 2.8554 -3.0430 3.2430
H -0.0727 -3.7982 2.8071
H 2.4128 -5.5641 2.4752
H 0.7367 -6.0657 2.2342
H 1.3022 -5.6118 3.8424
H 3.1455 -2.9736 -1.0261
H 4.0412 -4.4599 1.4917
H 5.0019 -4.2230 0.0374
H 3.5536 -5.2399 -0.0161
H 3.9608 -1.9427 1.7318
H 3.1571 -0.9422 0.5435
H 4.7657 -1.6314 0.1940
H 1.3878 -5.8486 0.0969
H 0.3957 -4.6076 -2.5193
H 1.0859 -6.2147 -2.3123
H 2.1083 -4.7888 -2.1070
H -1.4087 -5.0015 -0.8228
H -1.0388 -5.5870 0.7943
H -0.8503 -6.6639 -0.5988
*
```

No. 4
# C5H12NS

A 2-piece molecular cluster, C5H12NS overall at a distorted geometry (the ωB97M-V functional and the def2-TZVPD basis, OMol25).

Results
Frontier orbital gap: 8.6 eV

Structure (ORCA input):
```
! RIJCOSX wB97M-V def2-TZVPD def2/J DEFGRID3
* xyz 1 1
C 2.0261 -0.3371 2.0891
C 1.1050 0.5502 1.6116
C -1.1963 1.3596 -1.3002
C -0.8827 0.8617 0.0685
C 0.4782 0.4348 0.2796
N 1.1822 -0.1607 -0.6807
S -0.9590 -2.3395 -1.1152
H 2.4708 -0.3062 3.0557
H 2.2379 -1.3400 1.5433
H 0.9294 1.4295 2.1648
H -0.5039 2.1369 -1.6456
H -2.2763 1.6801 -1.3143
H -1.2602 0.7193 -2.1123
H -1.5275 -0.0508 0.2982
H -0.9804 1.5285 0.8503
H 1.9756 -0.7322 -0.3193
H -1.5969 -3.2344 -0.5339
H 0.7969 -0.5982 -1.5274
H -2.0191 -1.6014 -1.4121
*
```

No. 5
# C22H31AgGeN7O2

C22H31AgGeN7O2 as an isolated structure at a distorted geometry (the ωB97M-V functional and the def2-TZVPD basis, OMol25).

Results
Frontier orbital gap: 7.0 eV

Structure (ORCA input):
```
! RIJCOSX wB97M-V def2-TZVPD def2/J DEFGRID3
* xyz 1 1
Ag -0.5396 1.4668 -1.2528
O -1.4947 5.4070 -2.8314
C -1.3663 4.3554 -2.2347
N -0.7805 3.2059 -2.6476
C -0.3987 3.1168 -3.9484
O -0.5407 3.9380 -4.8326
C 0.2795 1.7944 -4.3157
C 0.6653 1.6359 -5.6438
C 1.2853 0.4725 -6.0341
C 1.5146 -0.5044 -5.0787
C 1.1050 -0.2639 -3.7839
N 0.4910 0.8545 -3.3900
C -1.9401 4.2823 -0.8146
C -2.4814 5.4491 -0.2926
C -3.0482 5.4289 0.9661
C -3.0820 4.2216 1.6580
C -2.5215 3.1096 1.0601
N -1.9475 3.1304 -0.1450
H 0.4580 2.4517 -6.3155
H 1.5853 0.3264 -7.0652
H 1.9987 -1.4430 -5.3254
H 1.2624 -1.0148 -3.0201
H -2.4363 6.3422 -0.8997
H -3.4845 6.3248 1.4010
H -3.5341 4.1402 2.6440
H -2.5593 2.1460 1.5543
C 3.4747 -4.7397 -1.4807
C 2.7909 -3.3802 -1.4840
C 2.9639 -2.6444 -0.1666
C 2.1593 -1.3492 -0.1377
Ge 0.1848 -1.6367 -0.2748
C -0.7388 -2.9714 0.8732
C -0.4058 -2.8771 2.3579
C -1.3761 -3.6569 3.2497
C -1.4904 -3.0298 4.6305
H 3.3874 -5.2400 -2.4452
H 3.0439 -5.4004 -0.7235
H 4.5381 -4.6356 -1.2636
H 1.7191 -3.5191 -1.6949
H 3.1574 -2.7638 -2.3105
H 4.0169 -2.4228 -0.0114
H 2.6680 -3.3055 0.6630
H 2.4552 -0.6849 -0.9561
H 2.3060 -0.8001 0.7903
H -0.4898 -1.4936 -1.6479
H -0.5214 -3.9671 0.4697
H -1.7998 -2.7970 0.7076
H -0.4367 -1.8314 2.6780
H 0.6202 -3.1994 2.5452
H -1.0565 -4.6999 3.3326
H -2.3621 -3.6707 2.7803
H -0.5269 -2.9998 5.1461
H -2.1816 -3.5744 5.2742
H -1.8639 -2.0033 4.5514
N 0.4879 2.5627 3.6066
C -0.3339 1.5392 3.7691
N -0.8309 1.2552 4.9724
N -0.7161 0.7349 2.7867
C -0.4535 0.4882 1.5842
N -0.3465 0.0838 0.4944
H 0.7282 3.1606 4.3777
H 0.7823 2.8502 2.6867
H -0.6210 1.7964 5.7881
H -1.4218 0.4484 5.0698
*
```

No. 6
# C2H2FLiO2Y

C2H2FLiO2Y as an isolated structure at a distorted geometry (the ωB97M-V functional and the def2-TZVPD basis, OMol25).

Results
Frontier orbital gap (alpha / beta): 5.4 / 5.5 eV

Structure (ORCA input):
```
! RIJCOSX wB97M-V def2-TZVPD def2/J DEFGRID3
* xyz 1 1
F 2.6843 0.6294 1.5205
C 2.0562 1.0404 0.3315
C 2.7405 0.6572 -0.7712
H 2.8407 1.3514 -1.6089
H 3.4712 -0.1608 -0.7451
O 0.7905 -1.7691 0.9810
O -0.6669 -1.5928 0.5840
Li -0.3126 6.3184 0.1566
Y 0.6225 3.0116 0.5629
*
```

No. 7
# C7H12S

One molecule with the formula C7H12S at a distorted geometry (the ωB97M-V functional and the def2-TZVPD basis, OMol25).

Results
Frontier orbital gap: 9.3 eV

Structure (ORCA input):
```
! RIJCOSX wB97M-V def2-TZVPD def2/J DEFGRID3
* xyz 0 1
C -2.7937 -0.0567 0.6905
C -0.2873 -0.6925 -0.4465
C 0.4418 -1.7549 -0.1027
C 1.8216 -1.3632 0.1261
C 1.8359 0.1809 0.0173
C 0.5283 0.5425 -0.6815
C -0.0772 1.8593 -0.2758
H -3.8379 -0.3857 0.6317
H -2.3775 -0.2636 1.6780
H -2.7799 1.0096 0.4576
H 0.1438 -2.7874 -0.0796
H 2.4510 -1.8004 -0.6791
H 2.1984 -1.7589 1.0737
H 2.7506 0.5104 -0.4765
H 1.8771 0.5939 1.0334
H 0.7225 0.4617 -1.7679
H -0.3389 1.8284 0.7768
H -0.9461 2.1456 -0.8655
H 0.7009 2.6027 -0.3839
S -2.0333 -0.8717 -0.7260
*
```

No. 8
# C35H93N7O9

A 9-piece molecular cluster, C35H93N7O9 overall at a distorted geometry (the ωB97M-V functional and the def2-TZVPD basis, OMol25).

Results
Frontier orbital gap: 8.4 eV

Structure (ORCA input):
```
! RIJCOSX wB97M-V def2-TZVPD def2/J DEFGRID3
* xyz 0 1
C 10.3420 -0.4180 12.0602
C 11.5722 -1.1910 12.4369
C 11.2698 -1.7401 13.9557
C 12.1023 -2.9782 14.3499
C 11.9879 -4.0515 13.2269
C 12.4904 -3.5465 11.8617
N 11.7778 -2.2766 11.4754
O 12.1617 -1.8650 10.1603
C 14.0697 -3.3739 11.9985
C 12.2343 -4.6394 10.8141
C 12.8004 -0.2235 12.5312
H 10.4962 0.1300 11.1306
H 10.0440 0.3221 12.8030
H 9.5345 -1.1502 12.0631
H 11.4297 -0.9797 14.7200
H 10.2138 -2.0102 13.9598
H 11.8025 -3.2914 15.3500
H 13.1432 -2.6572 14.3907
H 11.0233 -4.5588 13.2144
H 12.6924 -4.7420 13.6907
H 14.4732 -2.9074 12.8972
H 14.6396 -4.3027 11.9715
H 14.4612 -2.8269 11.1408
H 11.2308 -4.5217 10.4052
H 12.8205 -4.4182 9.9222
H 12.1980 -5.6647 11.1824
H 12.5643 0.6049 13.1992
H 12.9758 0.3156 11.6002
H 13.6570 -0.7752 12.9185
H 11.3249 -1.9178 9.6927
C 11.0781 5.6284 12.0959
C 10.8830 7.1640 12.0191
C 11.8593 7.8490 13.0229
O 11.9557 7.3818 14.3715
C 10.7738 7.6698 15.1054
N 11.0674 7.6733 10.7192
H 10.6499 5.2446 13.0219
H 12.1076 5.2860 11.9911
H 10.6063 5.1916 11.2157
H 9.8643 7.3773 12.3430
H 11.7530 8.9327 12.9756
H 12.8825 7.7338 12.6652
H 10.3474 8.6484 14.8848
H 10.7605 7.6117 16.1937
H 10.0103 6.9903 14.7265
H 10.6498 8.5929 10.7081
H 10.6131 7.1472 9.9865
C 6.7046 -3.9456 5.2176
C 5.9768 -4.0684 6.5674
C 6.8418 -4.6221 7.7071
O 6.0643 -4.8454 8.9091
C 6.8445 -5.4675 9.9120
N 5.5740 -2.6384 6.8361
H 6.0538 -3.6917 4.3808
H 6.8042 -4.9874 4.9130
H 7.7176 -3.5441 5.2451
H 5.0522 -4.6450 6.5385
H 7.6753 -3.9332 7.8440
H 7.1196 -5.6194 7.3661
H 7.1134 -6.4687 9.5753
H 6.3081 -5.6414 10.8448
H 7.7370 -4.8996 10.1747
H 4.9590 -2.6753 7.6364
H 4.9086 -2.2088 6.2094
C 17.5933 2.7990 11.4636
C 17.3628 2.8349 9.9316
C 17.0920 4.2824 9.3709
O 16.5286 4.3438 8.0867
C 15.1348 4.1317 7.9549
N 18.4164 2.1803 9.1846
H 16.6955 2.9455 12.0640
H 18.2903 3.5912 11.7370
H 18.0082 1.8774 11.8717
H 16.4237 2.3133 9.7470
H 18.1042 4.6802 9.2981
H 16.3703 4.9024 9.9029
H 14.7780 3.8308 6.9699
H 14.5537 4.9810 8.3144
H 14.8201 3.3133 8.6025
H 18.1854 2.3153 8.2107
H 19.2686 2.7220 9.2047
C 5.4627 2.6670 -3.4821
C 6.1144 3.4446 -2.3705
C 5.5010 3.0174 -1.0148
O 6.1095 3.8716 -0.0332
C 5.4859 3.7058 1.2218
N 7.5279 3.1814 -2.3629
H 4.3731 2.6404 -3.4759
H 5.7140 1.6065 -3.4958
H 5.9006 2.9742 -4.4319
H 6.0104 4.5141 -2.5535
H 5.6594 1.9442 -0.9083
H 4.4270 3.1915 -1.0808
H 4.4067 3.7813 1.0883
H 5.6572 4.5142 1.9326
H 5.8074 2.7648 1.6682
H 7.5874 2.1894 -2.1831
H 7.8853 3.6381 -1.5359
C 10.5335 9.1611 4.9165
C 10.7451 7.6878 4.6287
C 9.4464 6.7932 4.8602
O 9.1463 6.7564 6.2500
C 7.8636 6.3024 6.5172
N 11.1657 7.5581 3.2385
H 9.5108 9.4168 4.6394
H 11.2102 9.7966 4.3453
H 10.6545 9.4794 5.9519
H 11.5246 7.3493 5.3112
H 9.5636 5.7867 4.4584
H 8.6441 7.2457 4.2774
H 7.6128 5.3768 5.9991
H 7.0779 7.0264 6.3013
H 7.7224 5.9765 7.5477
H 11.8241 8.2852 2.9979
H 10.4275 7.7090 2.5658
C 17.8368 -0.3567 -0.2387
C 18.1479 -1.4103 0.8773
C 17.1319 -1.4250 2.0677
O 17.1670 -0.3042 2.9480
C 16.1883 -0.4850 4.0425
N 18.2530 -2.7644 0.3532
H 16.9477 -0.6214 -0.8109
H 18.4743 -0.5929 -1.0908
H 17.8821 0.6787 0.0989
H 19.0672 -1.0491 1.3384
H 17.2426 -2.3120 2.6914
H 16.1357 -1.5030 1.6324
H 15.1703 -0.2899 3.7053
H 16.5124 0.1345 4.8787
H 16.2302 -1.4917 4.4583
H 17.4567 -2.9618 -0.2359
H 19.1075 -2.8870 -0.1710
C 9.1769 -0.4876 1.2543
O 10.1116 0.4260 0.6097
H 8.6347 -0.0625 2.0990
H 8.5786 -1.0166 0.5124
H 9.7386 -1.2989 1.7173
H 10.2797 1.1764 1.1842
C 9.6702 1.0478 6.3576
O 9.5000 -0.3658 6.4744
H 8.7578 1.5460 6.0301
H 9.9092 1.5289 7.3060
H 10.4627 1.2729 5.6438
H 8.6564 -0.5748 6.8822
*
```

Energy above the lowest of the compared OMol25 structures with the same formula, charge and spin (computed, eV): 5.954 0.000 1.362 1.982 0.000 8.536 1.014 4.405
DFT total energy (computed, hartree): -340.5761 -1845.6589 -4450.8792 -650.3419 -3614.3895 -372.9502 -672.0796 -2449.4185